Record 1
14
Properties=species:S:1:pos:R:3:mulliken_charge:R:1 method="wB97M-V/def2-TZVPD" e_above_lowest_kcal_mol=63.32 charge=0 largest_force_ev_per_a=4.6 orbital_gap_ev=8.65
C -1.8203 -0.4650 0.3398 -0.422
C -1.4453 0.7169 0.9067 -0.428
C -0.8289 -0.8679 -0.5819 0.482
C 0.1192 0.1471 -0.4972 -0.148
C 3.2243 0.8438 0.7736 -0.153
N 3.3795 1.9842 0.8236 -0.158
N -0.7286 -2.0475 -1.3267 -0.466
O -0.2619 1.0377 0.3577 -0.256
H -2.8031 -0.9197 0.4251 0.309
H -1.8704 1.3855 1.6794 0.377
H 1.2121 0.0730 -0.6459 0.191
H 3.2472 2.9881 0.9456 0.314
H -1.5661 -2.3868 -1.5333 0.177
H 0.1423 -2.4892 -1.6666 0.181

Record 2
16
Properties=species:S:1:pos:R:3:lowdin_spin:R:1 method="wB97M-V/def2-TZVPD" e_above_lowest_kcal_mol=20.16 charge=-1 largest_force_ev_per_a=2.5 spin_multiplicity=2 orbital_gap_ev="2.50 / 7.35"
C 1.5136 -0.6143 1.6912 0.013
C 0.9853 -0.9915 0.3366 0.011
S -0.5610 -1.9493 0.3729 0.329
S -0.9129 -2.1011 -1.6594 0.473
H 1.6216 -1.5607 2.2515 0.006
H 0.7470 -0.1055 2.2842 0.004
H 2.4678 -0.1059 1.7852 0.003
H 1.7093 -1.5219 -0.2887 0.002
H 0.7183 -0.1186 -0.2644 0.003
H -1.0444 -0.7440 -1.9634 0.058
H 0.1821 1.3796 -2.5669 0.024
H -0.7602 1.6445 -1.3900 0.005
O 0.0572 1.9547 -1.8021 0.040
H -2.3639 1.0287 0.9342 0.001
H -2.2717 2.3757 0.1887 0.003
O -2.0882 1.4296 0.0904 0.024

Record 3
57
Properties=species:S:1:pos:R:3:mulliken_charge:R:1 method="wB97M-V/def2-TZVPD" e_above_lowest_kcal_mol=0.00 charge=-2 largest_force_ev_per_a=0.2 orbital_gap_ev=5.53
Tl -1.0603 -0.2609 2.9309 0.355
S -2.5622 -2.6031 2.6538 -0.443
C -1.4523 -3.8941 3.1004 0.189
C -1.9891 -5.1554 3.3776 -0.585
C -1.2082 -6.2351 3.7578 -0.433
C 0.1681 -6.0733 3.8622 -0.409
C 0.7244 -4.8360 3.5785 -0.724
C -0.0451 -3.7334 3.1970 0.372
S 0.8007 -2.2362 2.8280 -0.447
H -3.0637 -5.2699 3.2916 0.308
H -1.6734 -7.1931 3.9684 0.305
H 0.8061 -6.9000 4.1586 0.303
H 1.7971 -4.6967 3.6489 0.305
C -0.6236 -3.7870 -2.6354 -1.373
Sb -0.4260 -3.0310 -0.5863 0.666
C -1.8980 -1.4980 -0.9004 -0.856
C 1.2145 -1.7507 -1.1156 -0.842
H -0.6683 -2.9536 -3.3389 0.305
H -1.5307 -4.3855 -2.7308 0.361
H 0.2321 -4.4170 -2.8848 0.355
H -1.9266 -1.2416 -1.9616 0.275
H -1.6082 -0.6156 -0.3301 -0.086
H -2.8731 -1.8384 -0.5558 0.426
H 0.9801 -1.2189 -2.0391 0.200
H 2.1221 -2.3428 -1.2479 0.472
H 1.3543 -1.0230 -0.3214 -0.023
C -2.4661 2.1969 -2.4900 -1.532
C -0.9632 2.3972 -2.6740 1.880
C -0.6058 3.8817 -2.6456 -1.760
C -0.5089 1.7761 -3.9922 -1.725
O -0.2481 1.6615 -1.6752 -0.086
P -0.1532 2.0702 -0.1019 0.366
O -1.3177 2.9105 0.2946 -0.926
O 0.2019 0.8232 0.6298 -0.217
O 1.1867 3.0248 -0.1996 -0.288
C 2.0151 3.2905 0.9376 1.789
C 2.7910 4.5519 0.5609 -1.925
C 1.1903 3.5463 2.1962 -1.418
C 2.9743 2.1221 1.1492 -1.502
H -3.0160 2.7023 -3.2905 0.454
H -2.7663 2.5966 -1.5242 0.335
H -2.7034 1.1320 -2.5172 0.245
H -1.0976 4.3939 -3.4786 0.527
H 0.4731 4.0098 -2.7375 0.292
H -0.9323 4.3238 -1.7064 0.333
H -1.0255 2.2383 -4.8369 0.395
H -0.7233 0.7068 -3.9884 0.276
H 0.5668 1.9101 -4.1162 0.397
H 2.1018 5.3842 0.4088 0.401
H 3.3403 4.3829 -0.3672 0.382
H 3.5013 4.8186 1.3470 0.411
H 0.4524 4.3274 2.0133 0.348
H 1.8525 3.8532 3.0111 0.488
H 0.6587 2.6452 2.5010 0.128
H 3.5759 1.9705 0.2504 0.326
H 2.4106 1.2123 1.3469 0.193
H 3.6438 2.3296 1.9887 0.438

Record 4
118
Properties=species:S:1:pos:R:3:mulliken_charge:R:1 method="wB97M-V/def2-TZVPD" e_above_lowest_kcal_mol=25.78 charge=-2 largest_force_ev_per_a=1.4 orbital_gap_ev=4.98
Ca -1.9827 1.1466 -0.5397 1.064
S -2.5122 5.9210 -2.3534 -0.774
Sb -1.4535 4.6798 -0.7337 0.843
S -0.2076 2.8533 -1.6691 -0.488
S -2.9558 3.4008 0.6409 -0.773
S -0.0689 6.0141 0.5420 -0.741
C -5.5632 -1.1922 -3.7236 -1.097
Si -3.8817 -0.6120 -2.9646 0.313
C -2.6381 -1.7429 -3.8962 -1.046
C -3.5446 1.1270 -3.6966 -1.273
C -3.8143 -0.6797 -1.0849 1.000
Si -5.3399 0.0267 -0.2360 0.087
C -6.8125 -1.2257 -0.1552 -1.165
C -5.0272 0.5227 1.5880 -0.513
C -6.0924 1.5933 -1.0415 -0.991
Si -3.2860 -2.3315 -0.4206 -1.151
C -3.3669 -2.6373 1.4736 -0.454
C -4.2437 -3.8740 -1.1065 -1.204
C -1.4733 -2.8134 -0.8250 0.458
C -0.9720 -4.0858 -0.5495 -0.752
C 0.3059 -4.4338 -0.9407 -0.618
C 1.0480 -3.5067 -1.6532 -0.609
C 0.4755 -2.2679 -1.8905 -0.963
N -0.7273 -1.9223 -1.4691 0.738
H -5.5785 -1.1318 -4.8084 0.373
H -6.3871 -0.5974 -3.3467 0.301
H -5.7549 -2.2244 -3.4493 0.298
H -2.8301 -1.7411 -4.9664 0.482
H -2.6977 -2.7694 -3.5511 0.253
H -1.6213 -1.4058 -3.7352 0.095
H -3.8575 1.2046 -4.7360 0.364
H -2.4807 1.3605 -3.6633 0.365
H -4.0689 1.9035 -3.1480 0.330
H -6.5543 -2.0795 0.4624 0.276
H -7.0332 -1.6013 -1.1474 0.288
H -7.7287 -0.7974 0.2410 0.387
H -4.4261 -0.2184 2.0984 -0.143
H -5.9465 0.6487 2.1545 0.450
H -4.4911 1.4648 1.6223 0.064
H -6.3357 1.4508 -2.0890 0.269
H -5.3930 2.4237 -0.9679 0.261
H -7.0028 1.9002 -0.5281 0.372
H -4.3890 -2.5759 1.8321 0.394
H -2.7720 -1.8917 1.9899 -0.578
H -2.9760 -3.6151 1.7456 0.440
H -5.3107 -3.6920 -1.0412 0.332
H -4.0372 -4.7984 -0.5742 0.329
H -4.0063 -4.0397 -2.1522 0.343
H -1.5980 -4.8068 -0.0420 0.312
H 0.7165 -5.4126 -0.7185 0.394
H 2.0376 -3.7480 -2.0123 0.465
H 1.0034 -1.5094 -2.4543 0.666
C -2.2147 -0.2210 6.0748 -1.486
C -2.5301 0.1157 4.6232 0.148
O -1.4048 0.7393 4.0537 -0.231
P -1.2920 0.8607 2.3818 0.383
O -0.6275 -0.5844 2.0306 0.012
C 0.5041 -1.0842 2.7270 0.878
C 0.1930 -2.4580 3.3062 -1.400
O 0.0527 1.7231 2.4094 0.114
C -0.0113 3.1537 2.4349 0.609
C 0.4628 3.6899 3.7707 -1.577
H -3.0739 -0.6931 6.5444 0.411
H -1.9632 0.6877 6.6163 0.323
H -1.3641 -0.8961 6.1238 0.300
H -3.3920 0.7912 4.5693 0.344
H -2.7767 -0.8006 4.0711 0.029
H 0.7924 -0.3854 3.5184 0.367
H 1.3255 -1.1697 2.0112 -0.590
H -0.5792 -2.3850 4.0670 0.274
H 1.0883 -2.8842 3.7520 0.418
H -0.1615 -3.1085 2.5107 0.171
H -1.0314 3.4960 2.2345 -0.073
H 0.6335 3.5250 1.6340 -0.146
H -0.2047 3.3673 4.5666 0.278
H 0.4754 4.7757 3.7145 0.335
H 1.4663 3.3260 3.9832 0.304
C 5.8379 0.9057 -3.0143 -1.852
C 4.4348 0.4508 -2.5969 2.710
C 3.4000 1.2423 -3.4014 -1.883
C 4.2785 -1.0147 -3.0111 -2.036
Si 4.1281 0.7012 -0.6768 -0.846
Br 1.9037 0.3391 -0.3087 -0.297
C 4.9141 -0.7275 0.4481 2.668
C 4.2407 -2.0819 0.1960 -1.889
C 4.6747 -0.4005 1.9274 -1.903
C 6.4194 -0.9013 0.2218 -1.879
C 4.5148 2.5110 -0.0470 3.138
C 3.6330 2.8414 1.1610 -2.296
C 4.1738 3.5659 -1.1043 -2.025
C 5.9902 2.6749 0.3365 -1.966
H 5.9916 0.7065 -4.0753 0.530
H 6.6062 0.3766 -2.4552 0.302
H 5.9693 1.9717 -2.8544 0.285
H 3.5359 1.0426 -4.4646 0.556
H 3.4954 2.3099 -3.2519 0.331
H 2.3850 0.9665 -3.1311 0.256
H 4.3275 -1.0931 -4.0977 0.640
H 3.3201 -1.4084 -2.6855 0.149
H 5.0748 -1.6308 -2.6026 0.361
H 3.1690 -2.0224 0.3575 0.153
H 4.6513 -2.8249 0.8825 0.616
H 4.4096 -2.4345 -0.8138 0.271
H 3.6182 -0.2170 2.1075 0.103
H 5.2398 0.4716 2.2411 0.315
H 4.9837 -1.2392 2.5543 0.603
H 6.6281 -1.2265 -0.7947 0.318
H 6.8166 -1.6573 0.9006 0.527
H 6.9572 0.0245 0.4018 0.305
H 2.5870 2.8417 0.8723 0.136
H 3.8631 3.8397 1.5308 0.614
H 3.7651 2.1387 1.9782 0.204
H 3.1338 3.4913 -1.4098 0.328
H 4.8171 3.4903 -1.9782 0.392
H 4.3113 4.5616 -0.6843 0.606
H 6.2474 2.0475 1.1862 0.338
H 6.1977 3.7103 0.6115 0.514
H 6.6399 2.4121 -0.4961 0.336

Record 5
99
Properties=species:S:1:pos:R:3:mulliken_charge:R:1 method="wB97M-V/def2-TZVPD" e_above_lowest_kcal_mol=0.00 charge=+3 largest_force_ev_per_a=1.6 orbital_gap_ev=5.76
Ir -0.8511 -0.2171 0.2603 2.986
N -3.5725 -0.6277 -1.9543 0.385
C -4.8160 -0.1306 -1.2343 0.595
C -4.6264 1.2996 -0.7456 -1.577
C -3.7081 1.4873 0.4705 0.553
N -2.2347 1.4435 0.1417 -0.560
C -4.0463 0.5053 1.5800 -1.516
C -4.1735 -0.9382 1.1138 0.292
N -2.8007 -1.4713 0.8700 -0.955
C -5.1179 -1.0812 -0.0849 -1.620
H -3.2568 0.0283 -2.6703 0.283
H -3.7590 -1.5210 -2.4148 0.565
H -2.8105 -0.7798 -1.2811 -1.299
H -5.5983 -0.1679 -1.9902 0.301
H -5.6115 1.6470 -0.4292 0.573
H -4.3348 1.9550 -1.5748 0.398
H -3.9079 2.4949 0.8355 0.523
H -1.7863 1.9970 0.8714 -0.652
H -2.0622 1.9946 -0.6980 0.220
H -4.9908 0.8098 2.0364 0.724
H -3.2947 0.5633 2.3694 0.076
H -4.6289 -1.5048 1.9268 0.661
H -2.8226 -2.4415 0.5537 0.256
H -2.3519 -1.5395 1.7842 0.399
H -6.1231 -0.8582 0.2765 0.529
H -5.1530 -2.1143 -0.4466 0.390
C 1.7346 -6.8660 -0.6802 -0.618
C 2.5788 -5.7597 -0.7578 -0.888
C 2.1222 -4.5146 -0.3643 0.068
C 0.8310 -4.3751 0.1492 0.816
C -0.0048 -5.4868 0.2371 -0.677
C 0.4473 -6.7312 -0.1862 -0.742
P 0.1457 -2.7922 0.7021 0.526
C 0.5258 -1.7886 -0.8199 0.756
C -0.4805 -1.9033 -1.8085 -0.508
C -0.2326 -1.5738 -3.1310 -1.154
C 1.0351 -1.1253 -3.4951 -0.699
C 2.0430 -1.0083 -2.5451 -0.996
C 1.7939 -1.3349 -1.2210 -0.595
C 1.1764 -2.1484 2.0298 1.480
C 2.1779 -2.8997 2.5842 -0.796
C 2.7592 -2.5481 3.8241 -1.272
C 2.2535 -1.5022 4.5274 -0.890
C 1.2005 -0.7039 4.0035 2.072
C 0.6664 0.3475 4.7855 -1.167
C -0.3399 1.1207 4.3052 -1.255
C -0.8063 0.9022 2.9893 -0.084
C -0.3075 -0.0907 2.1890 0.674
C 0.6835 -0.9881 2.7103 -1.554
H 2.0884 -7.8349 -1.0075 0.439
H 3.5916 -5.8747 -1.1218 0.462
H 2.7837 -3.6597 -0.4493 0.393
H -0.9992 -5.3890 0.6573 0.355
H -0.2046 -7.5927 -0.1211 0.439
H -1.3826 -2.4513 -1.5361 0.850
H -0.9900 -1.7135 -3.8945 0.580
H 1.2432 -0.8886 -4.5317 0.568
H 3.0342 -0.6891 -2.8431 0.489
H 2.5913 -1.2891 -0.4913 0.790
H 2.5215 -3.7960 2.0861 0.543
H 3.5637 -3.1486 4.2287 0.487
H 2.6301 -1.2709 5.5168 0.485
H 1.0564 0.5059 5.7832 0.487
H -0.7757 1.9062 4.9096 0.537
H -1.5943 1.5526 2.6392 0.913
F 6.8482 0.6765 0.7720 -0.308
C 5.5622 0.9140 0.5535 -0.046
C 4.6258 0.3747 1.4165 -0.421
C 3.2830 0.5977 1.1603 -0.847
C 2.8799 1.3506 0.0568 0.972
C 3.8526 1.9215 -0.7663 -0.751
C 5.2000 1.7020 -0.5233 -0.877
Sb 0.8263 1.6444 -0.2943 -0.131
C 0.5579 3.5925 0.4528 1.580
C 1.1040 4.5988 -0.3491 -0.840
C 1.0913 5.9154 0.0754 -0.754
C 0.5180 6.2131 1.2983 0.048
F 0.5046 7.4731 1.7066 -0.295
C -0.0377 5.2436 2.1099 -0.822
C -0.0089 3.9237 1.6827 -0.418
C 0.4893 1.9624 -2.3623 1.868
C 1.3846 2.5835 -3.2395 -0.732
C 1.0757 2.7619 -4.5798 -1.079
C -0.1487 2.3231 -5.0489 -0.137
F -0.4472 2.4743 -6.3299 -0.312
C -1.0727 1.7200 -4.2159 -0.614
C -0.7351 1.5421 -2.8834 1.574
H 4.9530 -0.2052 2.2696 0.574
H 2.5565 0.1837 1.8418 0.552
H 3.5951 2.5605 -1.5956 0.282
H 5.9662 2.1363 -1.1518 0.543
H 1.5409 4.3749 -1.3149 0.230
H 1.5180 6.7093 -0.5229 0.518
H -0.4681 5.5286 3.0607 0.537
H -0.3932 3.1667 2.3396 0.231
H 2.3442 2.9422 -2.9051 0.227
H 1.7681 3.2409 -5.2603 0.559
H -2.0218 1.4023 -4.6320 0.509
H -1.4335 1.0221 -2.2394 -2.264